Density functional theory data (wB97M-V/def2-TZVPD) for 11 unconnected molecules or ions with the total composition C93H201N11O13 in a non-equilibrium geometry.

As for the max |F|: 2.9 eV/A. Its total energy is -142694.3429 eV. As for the HOMO energy: -0.300 hartree. As for the energy above the lowest of the compared OMol25 structures with the same formula, charge and spin: 0.0 kJ/mol. The total charge is 0. The gap between HOMO and LUMO comes out at 8.6 eV. As for the SMILES: CC1(C)CCCC(C)(C)N1O.CC1(C)CCCC(C)(C)N1O.CC1(C)CCCC(C)(C)N1O.CC1(C)CCCC(C)(C)N1O.CC1(C)CCCC(C)(C)N1O.CC1(C)CCCC(C)(C)N1O.CC1(C)CCCC(C)(C)N1O.CC1(C)CCCC(C)(C)N1O.CC1(C)CCCC(C)(C)N1O.COCCNCCOC.COCCNCCOC.

Last columns: bonded neighbours and bond lengths (Å).
Positions of all 318 atoms, in Å:
1 C 3.8498 1.9750 7.6685  C2 1.558, H12 1.082, H13 1.096, H14 1.091
2 C 3.5001 1.2519 6.3338  C1 1.558, C3 1.567, N7 1.491, C11 1.550
3 C 2.6510 -0.0314 6.6284  C2 1.567, C4 1.592, H15 1.098, H16 1.097
4 C 1.9926 -0.5861 5.2893  C3 1.592, C5 1.570, H17 1.093, H18 1.103
5 C 1.0760 0.5321 4.6783  C4 1.570, C6 1.543, H19 1.079, H20 1.078
6 C 1.8440 1.8411 4.4007  C5 1.543, N7 1.466, C9 1.537, C10 1.562
7 N 2.6113 2.1961 5.5978  C2 1.491, C6 1.466, O8 1.466
8 O 3.5463 3.2392 5.1671  N7 1.466, H30 0.978
9 C 2.7040 1.6724 3.1384  C6 1.537, H21 1.076, H22 1.082, H23 1.087
10 C 0.9105 3.0573 4.1020  C6 1.562, H24 1.096, H25 1.097, H26 1.094
11 C 4.7477 0.9743 5.4567  C2 1.550, H27 1.089, H28 1.076, H29 1.087
12 H 4.3898 1.2769 8.2943  C1 1.082
13 H 2.8863 2.2902 8.0860  C1 1.096
14 H 4.5601 2.7990 7.5886  C1 1.091
15 H 3.3763 -0.7582 7.0172  C3 1.098
16 H 1.8123 0.1927 7.2995  C3 1.097
17 H 1.4163 -1.4972 5.4691  C4 1.093
18 H 2.7987 -0.9031 4.6058  C4 1.103
19 H 0.1849 0.6831 5.2685  C5 1.079
20 H 0.6775 0.1744 3.7433  C5 1.078
21 H 1.9965 1.5120 2.3433  C9 1.076
22 H 3.3251 2.5039 2.8322  C9 1.082
23 H 3.3189 0.7757 3.1322  C9 1.087
24 H 0.3427 3.2597 5.0171  C10 1.096
25 H 1.5211 3.9474 3.9060  C10 1.097
26 H 0.1716 2.8132 3.3337  C10 1.094
27 H 5.4107 1.8380 5.4246  C11 1.089
28 H 4.4842 0.8510 4.4211  C11 1.076
29 H 5.2486 0.0526 5.7425  C11 1.087
30 H 3.2136 3.9734 5.7207  O8 0.978
31 C 3.1848 2.2314 -5.3948  C32 1.553, H42 1.085, H43 1.113, H44 1.099
32 C 2.5718 0.8709 -4.9638  C31 1.553, C33 1.593, N37 1.524, C41 1.503
33 C 2.4670 0.0036 -6.2954  C32 1.593, C34 1.517, H45 1.112, H46 1.096
34 C 3.8880 -0.3298 -6.7092  C33 1.517, C35 1.479, H47 1.087, H48 1.091
35 C 4.6031 -1.0859 -5.6586  C34 1.479, C36 1.571, H49 1.095, H50 1.096
36 C 4.7766 -0.3300 -4.2923  C35 1.571, N37 1.493, C39 1.559, C40 1.533
37 N 3.4402 0.2077 -3.9016  C32 1.524, C36 1.493, O38 1.406
38 O 3.5417 0.9933 -2.7401  N37 1.406, H60 0.962
39 C 5.1184 -1.2742 -3.0993  C36 1.559, H51 1.087, H52 1.101, H53 1.075
40 C 5.8576 0.7430 -4.4694  C36 1.533, H54 1.090, H55 1.099, H56 1.090
41 C 1.2283 1.1271 -4.3400  C32 1.503, H57 1.074, H58 1.076, H59 1.071
42 H 3.9900 2.1717 -6.1191  C31 1.085
43 H 3.4577 2.8358 -4.5008  C31 1.113
44 H 2.3946 2.8394 -5.8564  C31 1.099
45 H 1.8534 -0.8986 -6.0797  C33 1.112
46 H 1.9968 0.6346 -7.0582  C33 1.096
47 H 4.4978 0.5526 -6.8862  C34 1.087
48 H 3.9489 -0.8343 -7.6741  C34 1.091
49 H 5.5999 -1.3571 -6.0225  C35 1.095
50 H 4.1428 -2.0680 -5.4975  C35 1.096
51 H 6.0449 -1.8343 -3.1928  C39 1.087
52 H 5.2413 -0.7131 -2.1601  C39 1.101
53 H 4.3424 -2.0104 -2.9929  C39 1.075
54 H 5.7026 1.3082 -5.3888  C40 1.090
55 H 5.8736 1.5056 -3.6782  C40 1.099
56 H 6.8419 0.2745 -4.4446  C40 1.090
57 H 1.2975 1.8529 -3.5513  C41 1.074
58 H 0.6460 0.3278 -3.9158  C41 1.076
59 H 0.6035 1.6191 -5.0576  C41 1.071
60 H 4.2197 1.6575 -2.8964  O38 0.962
61 C -4.3074 1.4194 -6.2681  C62 1.489, H72 1.083, H73 1.099, H74 1.076
62 C -4.3481 2.6601 -5.4456  C61 1.489, C63 1.501, N67 1.489, C71 1.477
63 C -3.8216 2.4554 -4.0550  C62 1.501, C64 1.570, H75 1.119, H76 1.082
64 C -2.2535 2.4118 -3.9949  C63 1.570, C65 1.558, H77 1.083, H78 1.107
65 C -1.6226 3.6381 -4.7207  C64 1.558, C66 1.549, H79 1.074, H80 1.090
66 C -2.1875 3.7628 -6.1581  C65 1.549, N67 1.442, C69 1.528, C70 1.575
67 N -3.6240 3.8124 -6.0492  C62 1.489, C66 1.442, O68 1.423
68 O -4.2506 4.2224 -7.2596  N67 1.423, H90 0.958
69 C -1.7745 5.1270 -6.7087  C66 1.528, H81 1.107, H82 1.085, H83 1.084
70 C -1.5975 2.6235 -7.0722  C66 1.575, H84 1.090, H85 1.091, H86 1.078
71 C -5.7514 3.0724 -5.2425  C62 1.477, H87 1.099, H88 1.108, H89 1.093
72 H -4.4838 1.8141 -7.2613  C61 1.083
73 H -5.0106 0.5968 -6.0763  C61 1.099
74 H -3.3264 0.9799 -6.3032  C61 1.076
75 H -4.1430 3.2388 -3.3236  C63 1.119
76 H -4.1919 1.4694 -3.8049  C63 1.082
77 H -1.9705 1.5077 -4.5206  C64 1.083
78 H -1.9323 2.3114 -2.9401  C64 1.107
79 H -0.5892 3.3470 -4.7232  C65 1.074
80 H -1.8271 4.5609 -4.1774  C65 1.090
81 H -0.7033 5.2660 -6.4648  C69 1.107
82 H -1.8419 5.2271 -7.7871  C69 1.085
83 H -2.3427 5.9268 -6.2465  C69 1.084
84 H -2.1075 2.5093 -8.0290  C70 1.090
85 H -0.6051 2.9922 -7.3371  C70 1.091
86 H -1.5870 1.6593 -6.5903  C70 1.078
87 H -5.7504 4.0938 -4.8380  C71 1.099
88 H -6.2460 2.4267 -4.4896  C71 1.108
89 H -6.3959 3.0732 -6.1253  C71 1.093
90 H -4.1328 3.4512 -7.8149  O68 0.958
91 C 3.1482 3.6618 -0.3756  C92 1.506, H102 1.104, H103 1.098, H104 1.085
92 C 4.2569 4.6676 -0.5440  C91 1.506, C93 1.599, N97 1.519, C101 1.523
93 C 4.5452 5.4333 0.8299  C92 1.599, C94 1.585, H105 1.112, H106 1.106
94 C 5.2163 4.4962 1.9179  C93 1.585, C95 1.584, H107 1.086, H108 1.091
95 C 6.5718 3.9473 1.3099  C94 1.584, C96 1.567, H109 1.105, H110 1.098
96 C 6.3473 3.1481 -0.0190  C95 1.567, N97 1.517, C99 1.540, C100 1.558
97 N 5.5764 4.0458 -0.9683  C92 1.519, C96 1.517, O98 1.408
98 O 5.4380 3.3664 -2.1939  N97 1.408, H120 0.968
99 C 7.6905 2.8640 -0.7177  C96 1.540, H111 1.103, H112 1.089, H113 1.089
100 C 5.5803 1.8101 0.2007  C96 1.558, H114 1.070, H115 1.096, H116 1.102
101 C 3.8867 5.6419 -1.6539  C92 1.523, H117 1.076, H118 1.077, H119 1.107
102 H 2.3195 4.2021 0.1153  C91 1.104
103 H 3.4321 2.9317 0.3941  C91 1.098
104 H 2.8466 3.0526 -1.2219  C91 1.085
105 H 5.2300 6.2632 0.5480  C93 1.112
106 H 3.5400 5.7240 1.1885  C93 1.106
107 H 4.5138 3.6724 2.0049  C94 1.086
108 H 5.1564 4.9850 2.8910  C94 1.091
109 H 7.0529 3.2953 2.0617  C95 1.105
110 H 7.3155 4.7428 1.1704  C95 1.098
111 H 8.2995 2.3473 0.0433  C99 1.103
112 H 7.7644 2.1717 -1.5548  C99 1.089
113 H 8.1513 3.8226 -0.9531  C99 1.089
114 H 4.9283 1.9818 1.0314  C100 1.070
115 H 5.0296 1.4255 -0.6659  C100 1.096
116 H 6.3213 1.0687 0.5410  C100 1.102
117 H 3.5752 5.1474 -2.5571  C101 1.076
118 H 4.7225 6.2873 -1.8669  C101 1.077
119 H 3.0441 6.2824 -1.3301  C101 1.107
120 H 5.9304 3.8917 -2.8404  O98 0.968
121 C 5.8487 -1.4238 2.3675  C122 1.520, H132 1.087, H133 1.074, H134 1.073
122 C 5.8121 -2.7933 3.0248  C121 1.520, C123 1.548, N127 1.515, C131 1.507
123 C 4.8406 -3.6748 2.2037  C122 1.548, C124 1.552, H135 1.083, H136 1.120
124 C 5.3362 -4.0615 0.7843  C123 1.552, C125 1.564, H137 1.086, H138 1.083
125 C 6.7090 -4.8018 0.8933  C124 1.564, C126 1.538, H139 1.113, H140 1.086
126 C 7.7356 -3.9444 1.6516  C125 1.538, N127 1.511, C129 1.658, C130 1.548
127 N 7.1585 -3.4852 2.9707  C122 1.515, C126 1.511, O128 1.437
128 O 8.0980 -2.5655 3.5507  N127 1.437, H150 0.943
129 C 9.1869 -4.6842 1.9625  C126 1.658, H141 1.105, H142 1.093, H143 1.094
130 C 8.2232 -2.7512 0.7952  C126 1.548, H144 1.072, H145 1.072, H146 1.107
131 C 5.5363 -2.6676 4.5006  C122 1.507, H147 1.084, H148 1.089, H149 1.112
132 H 4.8088 -1.1491 2.2108  C121 1.087
133 H 6.3115 -1.5489 1.4065  C121 1.074
134 H 6.3295 -0.7222 3.0218  C121 1.073
135 H 4.6617 -4.6345 2.6727  C123 1.083
136 H 3.8696 -3.1360 2.0541  C123 1.120
137 H 5.5022 -3.1958 0.1501  C124 1.086
138 H 4.6226 -4.7263 0.3123  C124 1.083
139 H 7.0654 -5.0539 -0.1300  C125 1.113
140 H 6.4059 -5.7190 1.3887  C125 1.086
141 H 9.1376 -5.3774 2.8222  C129 1.105
142 H 9.4425 -5.3117 1.1045  C129 1.093
143 H 10.0031 -3.9578 2.0131  C129 1.094
144 H 9.0133 -3.1111 0.1656  C130 1.072
145 H 7.4285 -2.4312 0.1504  C130 1.072
146 H 8.6185 -1.8848 1.3595  C130 1.107
147 H 5.6358 -3.6512 4.9458  C131 1.084
148 H 4.6078 -2.1367 4.7079  C131 1.089
149 H 6.2826 -1.9936 4.9756  C131 1.112
150 H 8.4677 -3.0637 4.2613  O128 0.943
151 C -6.5804 5.5802 3.5012  C152 1.571, H162 1.101, H163 1.114, H164 1.112
152 C -7.1163 4.3988 4.3874  C151 1.571, C153 1.587, N157 1.546, C161 1.543
153 C -8.4978 3.8202 3.8618  C152 1.587, C154 1.559, H165 1.087, H166 1.090
154 C -8.8572 2.4993 4.6085  C153 1.559, C155 1.509, H167 1.078, H168 1.097
155 C -7.7470 1.4884 4.4565  C154 1.509, C156 1.531, H169 1.099, H170 1.096
156 C -6.3557 1.9881 4.8548  C155 1.531, N157 1.455, C159 1.561, C160 1.563
157 N -6.0563 3.2804 4.2581  C152 1.546, C156 1.455, O158 1.475
158 O -4.7527 3.7387 4.7734  N157 1.475, H180 0.979
159 C -6.2228 2.1041 6.4061  C156 1.561, H171 1.094, H172 1.097, H173 1.098
160 C -5.2709 0.9939 4.3274  C156 1.563, H174 1.102, H175 1.075, H176 1.091
161 C -7.3281 4.9627 5.8076  C152 1.543, H177 1.089, H178 1.094, H179 1.110
162 H -5.7219 6.0932 3.9621  C151 1.101
163 H -7.3301 6.3791 3.2965  C151 1.114
164 H -6.3299 5.2046 2.4851  C151 1.112
165 H -9.2456 4.5966 4.0027  C153 1.087
166 H -8.4954 3.5498 2.8054  C153 1.090
167 H -9.7268 2.0379 4.1693  C154 1.078
168 H -9.1262 2.7175 5.6497  C154 1.097
169 H -7.7172 1.1070 3.4260  C155 1.099
170 H -8.0166 0.7018 5.1707  C155 1.096
171 H -5.2306 2.4527 6.7065  C159 1.094
172 H -7.0125 2.6945 6.8861  C159 1.097
173 H -6.3072 1.0782 6.7894  C159 1.098
174 H -5.4836 -0.0321 4.6698  C160 1.102
175 H -5.1453 1.0381 3.2606  C160 1.075
176 H -4.2583 1.0800 4.7238  C160 1.091
177 H -7.7691 4.2449 6.4970  C161 1.089
178 H -8.1024 5.7265 5.6904  C161 1.094
179 H -6.3328 5.3215 6.1447  C161 1.110
180 H -4.3065 3.9342 3.9241  O158 0.979
181 C -5.5933 -2.4727 1.9547  C182 1.564, H192 1.087, H193 1.105, H194 1.081
182 C -6.9170 -3.2421 2.2717  C181 1.564, C183 1.570, N187 1.470, C191 1.480
183 C -7.8394 -3.0463 1.0159  C182 1.570, C184 1.545, H195 1.101, H196 1.102
184 C -8.9602 -4.1070 0.9405  C183 1.545, C185 1.528, H197 1.089, H198 1.067
185 C -8.4743 -5.5497 1.0711  C184 1.528, C186 1.560, H199 1.126, H200 1.100
186 C -7.6099 -5.7462 2.3546  C185 1.560, N187 1.529, C189 1.541, C190 1.498
187 N -6.5360 -4.6578 2.3854  C182 1.470, C186 1.529, O188 1.456
188 O -5.7449 -4.8876 3.5863  N187 1.456, H210 0.993
189 C -8.4867 -5.7098 3.6212  C186 1.541, H201 1.084, H202 1.093, H203 1.086
190 C -6.8730 -7.0475 2.2740  C186 1.498, H204 1.093, H205 1.087, H206 1.103
191 C -7.6401 -2.6191 3.4026  C182 1.480, H207 1.108, H208 1.079, H209 1.075
192 H -4.8821 -2.4706 2.7773  C181 1.087
193 H -5.8566 -1.4172 1.7625  C181 1.105
194 H -5.0662 -2.8968 1.1119  C181 1.081
195 H -8.2591 -2.0299 0.9683  C183 1.101
196 H -7.2399 -3.1400 0.0956  C183 1.102
197 H -9.5234 -4.0603 0.0098  C184 1.089
198 H -9.7091 -3.9389 1.6818  C184 1.067
199 H -7.8889 -5.8078 0.1440  C185 1.126
200 H -9.4119 -6.1203 1.0027  C185 1.100
201 H -9.2832 -6.4172 3.4222  C189 1.084
202 H -7.9014 -6.1199 4.4476  C189 1.093
203 H -8.9596 -4.7817 3.9294  C189 1.086
204 H -6.3860 -7.0505 1.2955  C190 1.093
205 H -6.2346 -7.3301 3.1066  C190 1.087
206 H -7.5718 -7.8956 2.1847  C190 1.103
207 H -7.2329 -2.5878 4.4328  C191 1.108
208 H -8.6140 -3.0723 3.5079  C191 1.079
209 H -7.7807 -1.5787 3.1713  C191 1.075
210 H -4.9373 -5.3055 3.1874  O188 0.993
211 C -0.8023 9.0046 -0.6074  C212 1.530, H222 1.110, H223 1.086, H224 1.086
212 C -1.2103 7.5612 -0.3047  C211 1.530, C213 1.548, N217 1.514, C221 1.539
213 C -0.3301 6.4895 -0.9926  C212 1.548, C214 1.528, H225 1.098, H226 1.107
214 C -0.5800 5.1049 -0.3965  C213 1.528, C215 1.560, H227 1.080, H228 1.074
215 C -0.2755 5.1972 1.1303  C214 1.560, C216 1.478, H229 1.095, H230 1.101
216 C -1.1555 6.1473 1.8429  C215 1.478, N217 1.469, C219 1.531, C220 1.547
217 N -1.0204 7.4584 1.1934  C212 1.514, C216 1.469, O218 1.437
218 O -1.9063 8.4350 1.7644  N217 1.437, H240 0.967
219 C -2.5966 5.6312 1.8725  C216 1.531, H231 1.067, H232 1.094, H233 1.094
220 C -0.7245 6.3573 3.3139  C216 1.547, H234 1.096, H235 1.086, H236 1.095
221 C -2.6999 7.5037 -0.6885  C212 1.539, H237 1.087, H238 1.097, H239 1.078
222 H -0.6679 9.1914 -1.6934  C211 1.110
223 H 0.1887 9.2519 -0.2375  C211 1.086
224 H -1.4606 9.7991 -0.2704  C211 1.086
225 H -0.6065 6.5204 -2.0550  C213 1.098
226 H 0.7564 6.6992 -0.9481  C213 1.107
227 H -0.0295 4.3299 -0.9086  C214 1.080
228 H -1.6336 4.9294 -0.5061  C214 1.074
229 H 0.7813 5.4266 1.3034  C215 1.095
230 H -0.4570 4.2114 1.5863  C215 1.101
231 H -3.0564 5.5193 0.9166  C219 1.067
232 H -2.6075 4.6410 2.3371  C219 1.094
233 H -3.2878 6.2187 2.4833  C219 1.094
234 H -0.6188 5.3659 3.7701  C220 1.096
235 H 0.2082 6.9047 3.4156  C220 1.086
236 H -1.4362 6.8310 3.9983  C220 1.095
237 H -2.7047 7.7915 -1.7372  C221 1.087
238 H -3.2774 8.2212 -0.0932  C221 1.097
239 H -3.0517 6.4850 -0.6764  C221 1.078
240 H -1.3685 8.7787 2.4911  O218 0.967
241 C 0.7967 -2.1706 -1.3163  C242 1.532, H252 1.104, H253 1.107, H254 1.066
242 C 1.0796 -1.4193 -0.0120  C241 1.532, C243 1.566, N247 1.536, C251 1.490
243 C 1.3874 0.0658 -0.4036  C242 1.566, C244 1.510, H255 1.104, H256 1.085
244 C 0.2099 0.8701 -0.8990  C243 1.510, C245 1.582, H257 1.101, H258 1.114
245 C -0.8832 0.7917 0.2422  C244 1.582, C246 1.556, H259 1.084, H260 1.095
246 C -1.3606 -0.6703 0.4787  C245 1.556, N247 1.498, C249 1.578, C250 1.514
247 N -0.1551 -1.4527 0.9004  C242 1.536, C246 1.498, O248 1.404
248 O -0.4672 -2.8150 1.0323  N247 1.404, H270 0.984
249 C -2.3533 -0.6297 1.7052  C246 1.578, H261 1.101, H262 1.101, H263 1.092
250 C -2.1224 -1.3247 -0.6542  C246 1.514, H264 1.098, H265 1.093, H266 1.088
251 C 2.2261 -2.0425 0.7069  C242 1.490, H267 1.087, H268 1.082, H269 1.106
252 H 0.5718 -3.2443 -1.1957  C241 1.104
253 H 1.6173 -2.0604 -2.0516  C241 1.107
254 H -0.0266 -1.6496 -1.7492  C241 1.066
255 H 1.7331 0.5410 0.5311  C243 1.104
256 H 2.1594 0.0816 -1.1657  C243 1.085
257 H -0.2770 0.3912 -1.7630  C244 1.101
258 H 0.5386 1.8631 -1.2830  C244 1.114
259 H -1.7743 1.3786 0.0508  C245 1.084
260 H -0.4601 1.2517 1.1418  C245 1.095
261 H -3.0529 0.2032 1.5371  C249 1.101
262 H -2.9378 -1.5574 1.7989  C249 1.101
263 H -1.7988 -0.4667 2.6312  C249 1.092
264 H -3.1261 -0.8801 -0.6628  C250 1.098
265 H -1.7680 -1.1452 -1.6728  C250 1.093
266 H -2.1101 -2.4104 -0.5871  C250 1.088
267 H 3.0935 -1.9916 0.0545  C251 1.087
268 H 2.1059 -3.1054 0.8708  C251 1.082
269 H 2.5120 -1.5530 1.6571  C251 1.106
270 H -0.5349 -3.0252 1.9911  O248 0.984
271 C 2.6553 -4.3256 -3.9717  O272 1.392, H280 1.118, H281 1.093, H282 1.098
272 O 2.9067 -5.5826 -4.5139  C271 1.392, C273 1.385
273 C 2.3368 -5.5987 -5.7766  O272 1.385, C274 1.474, H283 1.118, H284 1.083
274 C 2.6616 -6.8330 -6.5143  C273 1.474, N275 1.416, H285 1.091, H286 1.115
275 N 2.0691 -6.8267 -7.7999  C274 1.416, C276 1.523, H287 1.032
276 C 1.9194 -8.2652 -8.2785  N275 1.523, C277 1.485, H288 1.118, H289 1.121
277 C 1.3084 -8.2474 -9.6314  C276 1.485, O278 1.420, H290 1.111, H291 1.138
278 O 2.3298 -7.6821 -10.4406  C277 1.420, C279 1.471
279 C 2.0688 -7.7608 -11.8864  O278 1.471, H292 1.094, H293 1.119, H294 1.113
280 H 2.8815 -4.3443 -2.8774  C271 1.118
281 H 1.5876 -4.1042 -4.0536  C271 1.093
282 H 3.2628 -3.5877 -4.5124  C271 1.098
283 H 2.6295 -4.7304 -6.4174  C273 1.118
284 H 1.2585 -5.5404 -5.6961  C273 1.083
285 H 2.2626 -7.6945 -5.9776  C274 1.091
286 H 3.7766 -6.8242 -6.5301  C274 1.115
287 H 2.6742 -6.4063 -8.5219  N275 1.032
288 H 1.2816 -8.8258 -7.5515  C276 1.118
289 H 2.9132 -8.7792 -8.3440  C276 1.121
290 H 0.3295 -7.7275 -9.5563  C277 1.111
291 H 1.1900 -9.2965 -10.0562  C277 1.138
292 H 1.8121 -8.7375 -12.3073  C279 1.094
293 H 2.9899 -7.2866 -12.3091  C279 1.119
294 H 1.1923 -7.1212 -12.1356  C279 1.113
295 C 1.3177 -4.6342 3.4518  O296 1.483, H304 1.077, H305 1.102, H306 1.099
296 O -0.1499 -4.6214 3.2356  C295 1.483, C297 1.420
297 C -0.7332 -5.6504 4.0211  O296 1.420, C298 1.519, H307 1.091, H308 1.101
298 C -2.2484 -5.5644 3.9638  C297 1.519, N299 1.419, H309 1.085, H310 1.074
299 N -2.9254 -5.8473 2.7495  C298 1.419, C300 1.475, H311 1.023
300 C -2.7525 -4.9700 1.5769  N299 1.475, C301 1.457, H312 1.097, H313 1.098
301 C -3.6365 -5.4500 0.5231  C300 1.457, O302 1.436, H314 1.098, H315 1.094
302 O -3.5191 -6.8332 0.1570  C301 1.436, C303 1.452
303 C -2.2162 -7.0842 -0.4333  O302 1.452, H316 1.098, H317 1.074, H318 1.103
304 H 1.4438 -4.3507 4.4833  C295 1.077
305 H 1.7206 -3.8519 2.7882  C295 1.102
306 H 1.8529 -5.5654 3.2177  C295 1.099
307 H -0.4436 -5.4822 5.0592  C297 1.091
308 H -0.2881 -6.6150 3.7304  C297 1.101
309 H -2.4634 -4.5784 4.3635  C298 1.085
310 H -2.5250 -6.3013 4.6950  C298 1.074
311 H -2.8153 -6.7727 2.3268  N299 1.023
312 H -1.7063 -4.8873 1.2565  C300 1.097
313 H -2.9893 -3.9121 1.7500  C300 1.098
314 H -3.4801 -4.8231 -0.3646  C301 1.098
315 H -4.6710 -5.3716 0.8695  C301 1.094
316 H -2.2922 -8.0962 -0.8518  C303 1.098
317 H -1.4658 -7.0856 0.3357  C303 1.074
318 H -1.9926 -6.3316 -1.2073  C303 1.103

Here are the Mulliken charges for atoms 1 to 99, given in e: atom 1 (C): -2.118, atom 2 (C): 1.827, atom 3 (C): -1.420, atom 4 (C): 0.434, atom 5 (C): -0.673, atom 6 (C): 2.990, atom 7 (N): -0.111, atom 8 (O): -0.453, atom 9 (C): 0.675, atom 10 (C): -2.563, atom 11 (C): -1.084, atom 12 (H): 0.442, atom 13 (H): 0.473, atom 14 (H): 0.352, atom 15 (H): 0.537, atom 16 (H): 0.393, atom 17 (H): 0.702, atom 18 (H): -1.065, atom 19 (H): 0.652, atom 20 (H): -0.557, atom 21 (H): -0.414, atom 22 (H): 0.270, atom 23 (H): -1.511, atom 24 (H): 0.722, atom 25 (H): 0.355, atom 26 (H): 0.178, atom 27 (H): 0.397, atom 28 (H): 0.021, atom 29 (H): 0.369, atom 30 (H): 0.383, atom 31 (C): -1.659, atom 32 (C): 1.227, atom 33 (C): -0.932, atom 34 (C): -0.884, atom 35 (C): -0.519, atom 36 (C): 1.536, atom 37 (N): -0.192, atom 38 (O): 2.839, atom 39 (C): -1.704, atom 40 (C): -1.176, atom 41 (C): -1.587, atom 42 (H): 0.416, atom 43 (H): -0.062, atom 44 (H): 0.476, atom 45 (H): 0.407, atom 46 (H): 0.382, atom 47 (H): 0.347, atom 48 (H): 0.502, atom 49 (H): 0.469, atom 50 (H): -0.608, atom 51 (H): 0.590, atom 52 (H): -0.093, atom 53 (H): 0.225, atom 54 (H): 0.285, atom 55 (H): -0.266, atom 56 (H): 0.477, atom 57 (H): -0.024, atom 58 (H): 0.200, atom 59 (H): 0.296, atom 60 (H): -0.709, atom 61 (C): -1.538, atom 62 (C): 1.850, atom 63 (C): -1.451, atom 64 (C): 0.143, atom 65 (C): -1.108, atom 66 (C): 1.931, atom 67 (N): 0.070, atom 68 (O): -0.459, atom 69 (C): -1.917, atom 70 (C): -1.752, atom 71 (C): -2.159, atom 72 (H): 0.341, atom 73 (H): 0.431, atom 74 (H): 0.374, atom 75 (H): 0.277, atom 76 (H): 0.583, atom 77 (H): 0.016, atom 78 (H): 0.017, atom 79 (H): 0.218, atom 80 (H): 0.367, atom 81 (H): 0.400, atom 82 (H): 0.342, atom 83 (H): 0.444, atom 84 (H): 0.290, atom 85 (H): 0.511, atom 86 (H): 0.302, atom 87 (H): 0.490, atom 88 (H): 0.375, atom 89 (H): 0.364, atom 90 (H): 0.384, atom 91 (C): 0.907, atom 92 (C): 2.112, atom 93 (C): -1.202, atom 94 (C): 0.482, atom 95 (C): -1.584, atom 96 (C): 1.970, atom 97 (N): -0.301, atom 98 (O): -0.215, atom 99 (C): -2.051